Record 1
Molecular formula: C11H19CoNSi
Method: DFT, wB97M-V/def2-TZVPD

<S²>	3.784
F_max	3.90	eV/Å
LUMO (spin up / spin down)	5.7 / 5.6	eV
E_tot	-2157.2876	hartree
HOMO (spin up / spin down)	3.0498 / -0.2148	eV
spin multiplicity	4
ΔE to the lowest compared entry with this formula, charge and spin	0.0	kcal/mol
gap between HOMO and LUMO (spin up / spin down)	0.096 / 0.215	hartree
charge	-2

The geometry in XYZ format:
```
33
Properties=species:S:1:pos:R:3:forces:R:3
C -2.082 2.144 -0.585 0.92 0.41 0.84
C -0.668 1.988 -0.440 1.82 1.98 -0.05
C -0.366 2.022 0.985 -0.15 1.11 0.13
C -1.626 2.041 1.705 0.34 1.29 0.81
C -2.675 2.069 0.730 -1.01 1.62 0.26
Co -1.488 0.546 0.474 -1.44 -3.63 0.03
C 2.287 0.968 -2.262 1.36 0.94 0.69
C 1.766 0.884 -3.484 1.12 -0.18 -0.04
C 1.216 0.541 -4.641 -1.34 -0.46 -0.54
N -1.362 -1.173 0.021 -0.21 -2.29 -0.48
H 0.591 1.946 1.475 0.04 0.12 -0.29
H 0.115 1.804 -1.223 -1.02 0.51 0.72
H -1.774 2.089 2.805 0.18 -0.12 -0.91
H -3.740 2.081 1.020 0.62 0.08 -0.48
H -2.487 2.281 -1.546 -0.98 -0.24 -0.79
H 2.850 1.974 -2.021 -0.65 -1.68 0.19
H -2.356 -1.540 -0.174 2.30 0.44 1.09
H 2.505 0.072 -1.589 -0.54 1.34 -0.71
H 1.619 0.666 -5.660 0.10 0.38 0.30
H 0.170 0.174 -4.647 0.18 -0.22 -0.16
C 1.134 -0.434 2.345 -0.28 -0.59 0.78
Si 0.006 -1.554 1.101 -1.15 1.40 -1.55
C 1.360 -2.111 -0.088 1.27 -0.19 -0.38
C -0.885 -2.836 2.098 0.95 -1.83 0.06
H 1.803 0.283 1.829 -0.44 -0.54 0.04
H 1.803 -1.112 2.975 -0.67 0.49 -0.76
H 0.534 0.156 3.084 0.30 -0.43 -0.60
H 1.759 -3.100 0.253 -0.09 0.51 -0.29
H 0.981 -2.219 -1.130 0.14 0.06 0.80
H 2.245 -1.389 -0.142 -1.21 -0.93 0.22
H -0.191 -3.534 2.636 -0.75 0.36 -0.05
H -1.569 -2.326 2.760 -0.16 0.03 0.38
H -1.474 -3.400 1.335 0.44 0.28 0.72
```
Forces are in eV/Å.

natural (NBO) population analysis, charges in e, atoms 1 to 6: -0.384 -0.365 -0.394 -0.405 -0.397 0.640

---

Record 2
Molecular formula: C11H19F3O4PS
Method: DFT, wB97M-V/def2-TZVPD

F_max	8.51	eV/Å
LUMO	2.7	eV
E_tot	-1770.4872	hartree
HOMO	-3.9981	eV
gap between HOMO and LUMO	0.247	hartree
charge	-1

The geometry in XYZ format:
```
39
Properties=species:S:1:pos:R:3:forces:R:3
C 0.667 3.492 2.833 -3.43 -2.84 -3.58
C -0.049 2.674 2.070 5.06 5.14 4.52
P -1.041 1.759 0.706 0.72 -0.75 1.83
C 0.411 0.828 -0.117 -0.25 -0.59 -1.60
S 2.045 0.969 0.750 0.10 -0.23 -0.57
C 2.877 2.589 0.370 -0.27 0.94 -0.11
C 4.188 2.476 -0.562 -0.06 1.07 -0.21
O -0.650 3.101 -0.346 -2.50 0.00 -0.02
C -1.970 3.690 -0.534 1.89 0.35 -0.08
C -2.969 2.409 -0.776 0.39 1.45 -0.52
O -2.291 1.158 -0.394 -0.43 2.51 -0.97
H 1.193 4.383 3.348 -1.28 -2.22 -1.06
H -2.188 2.379 1.358 0.58 0.20 -0.08
H -1.102 0.624 1.618 -0.58 0.16 -0.12
H 0.125 -0.303 -0.101 0.80 1.86 0.19
H 0.421 1.126 -1.228 0.42 -0.40 1.61
H 2.077 3.301 -0.083 1.41 -1.27 0.74
H 3.184 3.041 1.398 -0.64 -0.80 -1.79
H 5.140 2.302 0.073 -1.63 -0.07 -1.14
H 4.090 1.729 -1.436 0.13 0.99 1.66
H 4.332 3.521 -1.057 -0.14 -1.67 0.81
H -1.826 4.412 -1.419 -0.76 -1.15 1.06
H -2.132 4.323 0.413 -0.54 -0.91 -1.39
H -3.887 2.718 -0.138 1.09 -1.24 -1.14
H -3.169 2.454 -1.918 -0.06 -0.58 1.94
C -1.975 -2.932 -0.831 0.07 -0.01 0.37
C -1.099 -3.921 -1.576 -0.72 0.42 -0.40
O 0.044 -4.282 -0.783 0.49 -1.07 0.88
C -0.155 -5.254 0.135 -1.65 0.73 -1.36
O -1.212 -5.811 0.316 1.27 0.14 0.27
C 1.147 -5.572 0.867 1.72 -0.09 1.22
F 1.825 -4.460 1.226 -0.65 -0.41 -0.37
F 1.990 -6.302 0.100 -0.64 0.23 -0.04
F 0.951 -6.279 1.999 -0.38 0.32 -0.74
H -1.392 -2.063 -0.516 -0.11 -0.01 -0.18
H -2.800 -2.595 -1.462 0.12 0.00 0.02
H -2.392 -3.381 0.074 -0.02 -0.03 -0.15
H -0.715 -3.456 -2.487 0.29 -0.10 0.25
H -1.661 -4.809 -1.880 0.18 -0.04 0.25
```
Forces are in eV/Å.

natural (NBO) population analysis, charges in e, atoms 1 to 6: -0.463 -0.277 1.342 -0.840 0.158 -0.550

---

> Which of these has the highest E_tot?

C11H19F3O4PS

---

Please write out number 1 again, unchanged.
Molecular formula: C11H19CoNSi
Method: DFT, wB97M-V/def2-TZVPD

<S²>	3.784
F_max	3.90	eV/Å
LUMO (spin up / spin down)	5.7 / 5.6	eV
E_tot	-2157.2876	hartree
HOMO (spin up / spin down)	3.0498 / -0.2148	eV
spin multiplicity	4
ΔE to the lowest compared entry with this formula, charge and spin	0.0	kcal/mol
gap between HOMO and LUMO (spin up / spin down)	0.096 / 0.215	hartree
charge	-2

The geometry in XYZ format:
```
33
Properties=species:S:1:pos:R:3:forces:R:3
C -2.082 2.144 -0.585 0.92 0.41 0.84
C -0.668 1.988 -0.440 1.82 1.98 -0.05
C -0.366 2.022 0.985 -0.15 1.11 0.13
C -1.626 2.041 1.705 0.34 1.29 0.81
C -2.675 2.069 0.730 -1.01 1.62 0.26
Co -1.488 0.546 0.474 -1.44 -3.63 0.03
C 2.287 0.968 -2.262 1.36 0.94 0.69
C 1.766 0.884 -3.484 1.12 -0.18 -0.04
C 1.216 0.541 -4.641 -1.34 -0.46 -0.54
N -1.362 -1.173 0.021 -0.21 -2.29 -0.48
H 0.591 1.946 1.475 0.04 0.12 -0.29
H 0.115 1.804 -1.223 -1.02 0.51 0.72
H -1.774 2.089 2.805 0.18 -0.12 -0.91
H -3.740 2.081 1.020 0.62 0.08 -0.48
H -2.487 2.281 -1.546 -0.98 -0.24 -0.79
H 2.850 1.974 -2.021 -0.65 -1.68 0.19
H -2.356 -1.540 -0.174 2.30 0.44 1.09
H 2.505 0.072 -1.589 -0.54 1.34 -0.71
H 1.619 0.666 -5.660 0.10 0.38 0.30
H 0.170 0.174 -4.647 0.18 -0.22 -0.16
C 1.134 -0.434 2.345 -0.28 -0.59 0.78
Si 0.006 -1.554 1.101 -1.15 1.40 -1.55
C 1.360 -2.111 -0.088 1.27 -0.19 -0.38
C -0.885 -2.836 2.098 0.95 -1.83 0.06
H 1.803 0.283 1.829 -0.44 -0.54 0.04
H 1.803 -1.112 2.975 -0.67 0.49 -0.76
H 0.534 0.156 3.084 0.30 -0.43 -0.60
H 1.759 -3.100 0.253 -0.09 0.51 -0.29
H 0.981 -2.219 -1.130 0.14 0.06 0.80
H 2.245 -1.389 -0.142 -1.21 -0.93 0.22
H -0.191 -3.534 2.636 -0.75 0.36 -0.05
H -1.569 -2.326 2.760 -0.16 0.03 0.38
H -1.474 -3.400 1.335 0.44 0.28 0.72
```
Forces are in eV/Å.

natural (NBO) population analysis, charges in e, atoms 1 to 6: -0.384 -0.365 -0.394 -0.405 -0.397 0.640

---

> Look up the F_max of the first one.

3.90 eV/Å